Record 1
# C40H40F6NOSSeTeZn

A structure of composition C40H40F6NOSSeTeZn (ωB97M-V/def2-TZVPD, the OMol25 dataset).

CARTESIAN COORDINATES (ANGSTROEM)
Zn 0.5021 1.1854 0.4769
C -0.7461 -3.5984 2.7098
C -0.9998 -2.5917 1.5804
C 0.3043 -2.3585 0.8161
C -1.7966 -1.3960 2.1071
C -3.1406 -1.6665 2.3564
C -3.9875 -0.7225 2.9046
C -3.4872 0.5329 3.1991
C -2.1584 0.8661 2.9485
C -1.7608 2.3026 3.2829
C -0.4407 2.5091 4.0278
C -1.8411 3.2012 2.0466
C -1.3016 -0.1083 2.3936
N 0.0555 0.1987 2.1169
C 0.9692 -0.2349 3.0384
C 0.6602 -0.6075 4.3612
C 1.6341 -1.0327 5.2520
C 2.9674 -1.1142 4.8775
C 3.3089 -0.7755 3.5722
C 2.3272 -0.3632 2.7070
F 2.6791 -0.1043 1.4131
H -0.3132 -4.5159 2.3023
H -1.6707 -3.8567 3.2299
H -0.0468 -3.1894 3.4414
H -1.6856 -3.0715 0.8726
H 1.1479 -2.2028 1.4881
H 0.2414 -1.5134 0.1363
H 0.5179 -3.2491 0.2174
H -3.5234 -2.6525 2.1116
H -5.0267 -0.9605 3.0973
H -4.1401 1.2852 3.6290
H -2.5449 2.6465 3.9658
H 0.4240 2.3905 3.3793
H -0.3386 1.8156 4.8634
H -0.4160 3.5265 4.4261
H -1.1162 2.9127 1.2839
H -1.6238 4.2392 2.3078
H -2.8318 3.1545 1.5911
H -0.3736 -0.5602 4.6793
H 1.3395 -1.3015 6.2595
H 3.7266 -1.4408 5.5749
H 4.3272 -0.8384 3.2101
C -4.2671 -4.3721 -1.5366
C -3.4315 -3.1204 -1.5885
C -3.8860 -1.9278 -1.0556
C -3.1155 -0.7637 -1.0813
C -3.7077 0.4903 -0.5020
C -1.8424 -0.8008 -1.6569
Te -0.6613 0.9721 -1.8015
C -1.3723 -1.9981 -2.2245
C -0.0178 -2.1001 -2.8689
C -2.1707 -3.1339 -2.1745
H -5.2023 -4.1974 -1.0043
H -3.7339 -5.1780 -1.0276
H -4.5116 -4.7257 -2.5407
H -4.8653 -1.8919 -0.5880
H -4.5478 0.2495 0.1490
H -4.0599 1.1512 -1.2990
H -2.9730 1.0494 0.0724
H 0.7727 -1.7993 -2.1791
H 0.0592 -1.4397 -3.7349
H 0.1763 -3.1223 -3.1971
H -1.7925 -4.0593 -2.5994
F 2.0712 6.2340 -4.4321
C 2.0701 5.5019 -3.3110
C 0.8751 5.1720 -2.6999
F -0.2787 5.5972 -3.2323
C 0.8794 4.4449 -1.5220
F -0.3042 4.2237 -0.9355
C 2.0527 3.9836 -0.9415
Se 2.1115 3.0253 0.7074
C 3.2358 4.3278 -1.5899
F 4.4147 3.9388 -1.0931
C 3.2621 5.0927 -2.7423
F 4.4187 5.4539 -3.2973
C 1.2921 1.2553 -5.2446
S 2.4356 1.8359 -3.9838
O 3.5505 2.4781 -4.7412
C 3.0294 0.2482 -3.3811
C 3.3296 -0.8226 -4.2107
C 3.8431 -1.9896 -3.6657
C 4.0649 -2.0803 -2.2972
C 3.7856 -1.0000 -1.4728
C 3.2690 0.1692 -2.0157
H 1.8555 0.7609 -6.0340
H 0.8151 2.1497 -5.6426
H 0.5461 0.6044 -4.7940
H 3.1726 -0.7561 -5.2792
H 4.0680 -2.8300 -4.3107
H 4.4589 -2.9956 -1.8732
H 3.9558 -1.0617 -0.4068
H 3.0494 1.0162 -1.3729

Atoms 1-2, force components in eV/Å:
Zn 0.1 0.1 0.0
C 0.0 0.0 0.0

Charge: -1
Kohn-Sham gap, eV: 7.2
Energy relative to the best compared isomer or geometry (same formula, charge and spin), kcal/mol: 0.0
LUMO energy, Eh: 0.0863

Atom charges from the Mulliken analysis, given in e for atoms 1 to 6: number 1, Zn, carries 2.135; number 2, C, carries -1.659; number 3, C, carries 0.752; number 4, C, carries -1.159; number 5, C, carries 0.936; number 6, C, carries -0.181

Record 2
# C40H40N6NdO2S6

A structure of composition C40H40N6NdO2S6 at a distorted geometry (ωB97M-V/def2-TZVPD, the OMol25 dataset).

CARTESIAN COORDINATES (ANGSTROEM)
Nd 0.6472 0.2679 0.7822
S 1.0161 2.3761 2.9149
C 2.5174 3.2482 2.6373
C 2.6850 4.4434 3.3116
C 3.8972 5.1290 3.3746
C 5.0110 4.6299 2.6883
C 4.8079 3.4885 1.9632
C 3.6340 2.8101 1.9293
S 4.5203 1.3102 -0.7996
C 4.2462 0.0624 2.0308
C 3.3764 -0.1994 3.2095
C 3.7159 0.3189 4.4509
C 2.8903 0.1760 5.5577
C 1.7166 -0.5092 5.4195
C 1.4212 -1.0114 4.1392
C 0.1382 -1.7195 3.8956
S -0.8883 -0.3266 3.3494
C -2.3503 -1.1284 2.7224
C -3.0979 -2.0530 3.4298
C -4.1600 -2.7729 2.8918
C -4.6169 -2.4286 1.6393
C -3.9025 -1.4401 0.9051
C -2.8124 -0.7323 1.4181
S -1.9990 0.5743 0.5449
N 2.1714 -0.8029 3.0380
H 1.7918 4.7405 3.8731
H 3.9321 6.0853 3.9169
H 5.9740 5.1482 2.7561
H 5.6733 3.1315 1.4252
H 5.1919 0.4124 2.4399
H 4.4525 -0.8240 1.3384
H 4.6572 0.8018 4.6185
H 3.1406 0.6742 6.4939
H 1.0386 -0.6458 6.2588
H -0.0982 -2.2528 4.7963
H 0.3316 -2.4693 3.1264
H -2.9670 -2.2045 4.4947
H -4.6554 -3.3361 3.6344
H -5.4614 -2.8444 1.0514
H -4.3344 -1.1195 -0.0329
O 0.4962 2.1691 -0.7204
S 0.6042 3.6532 -0.1810
C 0.2140 4.6672 -1.6134
C -1.2349 4.3104 -1.9822
C -2.0021 4.0625 -0.6565
C -1.0256 4.1468 0.5048
H 0.8624 4.3360 -2.4161
H 0.3316 5.7348 -1.2866
H -1.1762 3.4332 -2.5181
H -1.5677 5.1255 -2.6042
H -2.4450 3.0294 -0.6760
H -2.7826 4.8114 -0.5423
H -1.1556 3.4720 1.3412
H -1.0264 5.2556 0.8318
S 3.5282 1.3316 0.8997
C 0.6985 -0.5238 -1.6419
N 0.4067 -0.9193 -2.9315
C 1.2695 -1.4352 -3.7590
C 2.5755 -1.5191 -3.4223
C 2.8846 -1.0918 -2.1400
N 1.9798 -0.6429 -1.3337
H -0.5857 -0.8749 -3.2392
H 0.8056 -1.7119 -4.7534
H 3.3867 -2.0255 -3.9857
H 3.8730 -1.0946 -1.7480
C -3.7141 0.9195 -6.5442
C -3.3994 -0.0686 -5.4606
C -3.0823 -1.3887 -5.6590
C -2.7902 -2.2387 -4.5648
C -2.7795 -1.8003 -3.2738
N -2.4618 -2.5891 -2.1746
C -2.3197 -3.9581 -2.0796
O -2.6222 -4.7224 -3.0386
N -1.7817 -4.5717 -0.9268
C -0.5548 -4.0291 -0.3486
C 0.4608 -4.9771 -0.1482
C 1.5867 -4.5090 0.4992
C 1.6881 -3.2247 0.9395
N 0.6829 -2.3657 0.8028
C -0.4306 -2.7808 0.2001
C -3.0361 -0.4851 -3.0538
C -3.3652 0.3786 -4.1052
H -3.8441 0.4307 -7.5210
H -2.8841 1.6021 -6.6374
H -4.6369 1.5362 -6.3707
H -3.1079 -1.8407 -6.6742
H -2.6265 -3.3191 -4.7550
H -2.5474 -2.1417 -1.2787
H -1.7287 -5.5841 -1.0934
H 0.2985 -6.0127 -0.5007
H 2.4170 -5.1536 0.6396
H 2.4578 -2.8864 1.6119
H -1.3212 -2.1294 0.2784
H -3.0644 -0.2020 -1.9455
H -3.6596 1.4038 -3.8784

Atoms 1-2, force components in eV/Å:
Nd 0.7 0.3 0.4
S 0.1 -0.4 -0.8

⟨S²⟩: 3.7536
Charge: +1
Kohn-Sham gap (spin up / spin down), eV: 6.8 / 6.8
Spin multiplicity: 4
Energy relative to the best compared isomer or geometry (same formula, charge and spin), kcal/mol: 98.5
LUMO energy (spin up / spin down), Eh: -0.1050 / -0.1050

Atom charges from the Mulliken analysis, given in e for atoms 1 to 6: number 1, Nd, carries 0.974; number 2, S, carries -0.370; number 3, C, carries 1.021; number 4, C, carries -0.934; number 5, C, carries -0.703; number 6, C, carries -0.863

Record 3
# C40H41AsBiI2N5O8P4Se2

A structure of composition C40H41AsBiI2N5O8P4Se2 (ωB97M-V/def2-TZVPD, the OMol25 dataset).

CARTESIAN COORDINATES (ANGSTROEM)
Bi -0.9016 -0.2556 0.0827
Se 3.7412 -4.2544 2.8358
P 2.5468 -5.2544 1.3976
C 3.5415 -5.9025 0.0149
C 4.7979 -5.3713 -0.2527
C 5.5760 -5.9061 -1.2710
C 5.1114 -6.9832 -2.0112
C 3.8599 -7.5229 -1.7410
C 3.0740 -6.9815 -0.7370
C 1.7421 -6.7415 2.0637
C 0.5555 -7.2493 1.5393
C 0.0377 -8.4398 2.0247
C 0.6967 -9.1280 3.0342
C 1.8744 -8.6209 3.5624
C 2.3954 -7.4290 3.0809
C 1.2134 -4.2499 0.7406
C 1.0381 -3.2832 -0.2545
N -0.2254 -2.8406 -0.1233
N -0.7903 -3.4652 0.8949
N 0.0537 -4.3086 1.4342
P 1.9082 -2.4854 -1.6054
Se 1.1845 -0.4894 -1.9733
C 3.6526 -2.3670 -1.2068
C 4.6488 -2.5480 -2.1623
C 5.9713 -2.3188 -1.8201
C 6.2958 -1.9003 -0.5350
C 5.2984 -1.6974 0.4084
C 3.9729 -1.9212 0.0725
C 1.6893 -3.5528 -3.0482
C 2.4655 -4.6980 -3.2108
C 2.2195 -5.5494 -4.2762
C 1.1974 -5.2669 -5.1727
C 0.4211 -4.1285 -5.0084
C 0.6678 -3.2673 -3.9497
H 5.1676 -4.5498 0.3485
H 6.5516 -5.4842 -1.4748
H 5.7271 -7.4094 -2.7935
H 3.4978 -8.3708 -2.3084
H 2.1061 -7.4160 -0.5258
H 0.0204 -6.7047 0.7739
H -0.8905 -8.8225 1.6207
H 0.2856 -10.0541 3.4154
H 2.3873 -9.1483 4.3562
H 3.3046 -7.0192 3.5027
H 4.3969 -2.8689 -3.1652
H 6.7497 -2.4640 -2.5582
H 7.3311 -1.7238 -0.2719
H 5.5464 -1.3722 1.4099
H 3.1861 -1.7417 0.7965
H 3.2652 -4.9218 -2.5159
H 2.8292 -6.4346 -4.4038
H 1.0085 -5.9348 -6.0035
H -0.3734 -3.9037 -5.7083
H 0.0782 -2.3680 -3.8194
N -0.0749 -0.2143 5.4288
C -0.3666 -0.6211 3.9934
C -0.9996 -2.0009 3.9990
P -1.5893 0.6829 3.4840
O -0.6755 2.0017 3.4769
O -2.5511 0.7437 4.6122
O -2.0456 0.3492 2.0818
P 1.2182 -0.4900 3.0748
O 2.1679 -1.5175 3.8339
O 1.6916 0.8983 3.4071
O 0.9482 -0.9125 1.6628
H 0.3375 -0.9847 5.9534
H -0.9782 0.0899 5.8278
H 0.5831 0.5723 5.4167
H -1.9149 -2.0037 4.5949
H -0.3027 -2.7498 4.3856
H -1.2563 -2.2957 2.9832
H 0.2895 1.7582 3.3443
H 2.3694 -2.3675 3.3870
I -3.6223 3.9336 -2.2172
C -3.6992 1.9317 -2.7875
C -4.5227 1.6070 -3.8805
C -4.6507 0.3182 -4.3065
I -5.8801 -0.0713 -5.9513
C -3.9602 -0.7203 -3.6315
C -4.0459 -2.0895 -3.9670
C -3.3592 -3.0168 -3.2393
C -2.5646 -2.5856 -2.1636
N -2.4526 -1.3212 -1.8344
C -3.1330 -0.3807 -2.5363
C -2.9657 0.9845 -2.0901
O -2.1749 1.2678 -1.0944
H -5.0554 2.4009 -4.3852
H -4.6671 -2.3901 -4.8003
H -3.4181 -4.0711 -3.4718
H -2.0026 -3.2893 -1.5649
C -1.9438 3.6093 1.1761
As -0.1703 3.2384 0.5541
C 1.1388 3.9662 1.7565
C 0.1006 4.0657 -1.1499
O 0.2154 1.6153 0.3730
H -1.9238 3.7064 2.2569
H -2.5792 2.7772 0.8817
H -2.2911 4.5224 0.6976
H 0.6607 4.5976 2.5023
H 1.8630 4.5430 1.1840
H 1.6398 3.1268 2.2378
H -0.1109 5.1328 -1.0946
H -0.5685 3.5917 -1.8641
H 1.1370 3.9004 -1.4399

Atoms 1-2, force components in eV/Å:
Bi 0.1 0.0 0.0
Se 0.0 0.0 0.0

Kohn-Sham gap, eV: 7.6
Energy relative to the best compared isomer or geometry (same formula, charge and spin), kcal/mol: 0.0
LUMO energy, Eh: 0.0003

Atom charges from the Mulliken analysis, given in e for atoms 1 to 6: number 1, Bi, carries 2.516; number 2, Se, carries -0.374; number 3, P, carries 1.269; number 4, C, carries 0.531; number 5, C, carries -0.426; number 6, C, carries -0.699

Record 4
# C40H41NSSbW

A structure of composition C40H41NSSbW (ωB97M-V/def2-TZVPD, the OMol25 dataset).

CARTESIAN COORDINATES (ANGSTROEM)
W -0.1950 -0.1456 -0.3659
C -0.6899 4.7213 1.0048
C 0.0579 3.6765 0.1516
C 0.2290 4.1811 -1.2771
C -0.7150 2.3859 0.2625
C -0.7478 1.6802 1.4844
C -1.6077 0.6091 1.6809
C -2.4568 0.1339 0.6499
C -3.4783 -0.9438 0.8962
C -2.3852 0.7953 -0.5813
C -1.5265 1.9049 -0.7690
H -0.1697 5.6758 0.9343
H -0.7368 4.4444 2.0587
H -1.7087 4.8625 0.6363
H 1.0388 3.5129 0.6103
H -0.7234 4.5058 -1.7040
H 0.6670 3.4393 -1.9492
H 0.8844 5.0508 -1.2781
H -0.1432 2.0349 2.3110
H -1.6739 0.1510 2.6603
H -3.0275 -1.9343 0.9537
H -4.2225 -0.9569 0.1022
H -3.9878 -0.7600 1.8428
H -3.0787 0.5274 -1.3676
H -1.5719 2.4286 -1.7131
S 2.3474 -2.6618 2.2891
C 0.7335 -3.1494 2.6262
C -0.1809 -2.4392 1.9222
C 0.4417 -1.4723 1.0596
C 1.8303 -1.4954 1.1983
C 2.6571 -0.5434 0.4626
C 4.0178 -0.3637 0.5813
C 4.6318 0.6323 -0.1653
C 3.8687 1.4300 -1.0077
C 2.5161 1.1930 -1.0927
N 1.9183 0.2176 -0.3808
H 0.5567 -3.9489 3.3319
H -1.2426 -2.6103 2.0145
H 4.5908 -0.9876 1.2557
H 5.7004 0.7884 -0.0857
H 4.3131 2.2196 -1.5976
H 1.8895 1.7592 -1.7661
C -0.0484 -4.6651 -0.8460
C 0.0005 -4.7989 -2.3466
C -0.0595 -6.0427 -2.9683
C -0.0262 -6.1559 -4.3534
C 0.0697 -5.0306 -5.1612
C 0.1400 -3.7715 -4.5793
C 0.1009 -3.6964 -3.1918
Sb 0.2831 -1.7485 -2.4875
C -1.3393 -0.6262 -3.2677
C -1.1800 0.6451 -3.8426
C -2.2679 1.3253 -4.3696
C -3.5226 0.7305 -4.3276
C -3.6894 -0.5194 -3.7375
C -2.6221 -1.2122 -3.1765
C -2.8834 -2.5446 -2.5214
C 2.0915 -1.1257 -3.3776
C 2.1759 -0.1486 -4.3716
C 3.4066 0.1814 -4.9222
C 4.5507 -0.4731 -4.4862
C 4.4602 -1.4482 -3.5041
C 3.2397 -1.7883 -2.9226
C 3.2090 -2.8637 -1.8628
H -0.0891 -5.6396 -0.3633
H -0.9332 -4.1091 -0.5221
H 0.8349 -4.1483 -0.4573
H -0.1348 -6.9345 -2.3577
H -0.0736 -7.1375 -4.8064
H 0.0938 -5.1265 -6.2385
H 0.2263 -2.8895 -5.2046
H -0.2092 1.1154 -3.8861
H -2.1368 2.2985 -4.8264
H -4.3774 1.2389 -4.7564
H -4.6772 -0.9663 -3.7124
H -3.9151 -2.6070 -2.1762
H -2.2420 -2.7241 -1.6540
H -2.7190 -3.3702 -3.2164
H 1.2951 0.3258 -4.7728
H 3.4673 0.9308 -5.7007
H 5.5126 -0.2364 -4.9228
H 5.3557 -1.9706 -3.1863
H 4.1399 -2.8728 -1.2951
H 3.0830 -3.8563 -2.3022
H 2.4002 -2.7284 -1.1355

Atoms 1-2, force components in eV/Å:
W 0.1 0.1 0.7
C 0.0 0.0 0.0

⟨S²⟩: 2.0330
Charge: +3
Kohn-Sham gap (spin up / spin down), eV: 5.5 / 5.9
Spin multiplicity: 3
LUMO energy (spin up / spin down), Eh: -0.4027 / -0.3885

Atom charges from the Mulliken analysis, given in e for atoms 1 to 6: number 1, W, carries 0.421; number 2, C, carries -1.546; number 3, C, carries 0.444; number 4, C, carries -1.490; number 5, C, carries 0.655; number 6, C, carries -0.946

Record 5
# C40H42BCoF5N7S4Se

A structure of composition C40H42BCoF5N7S4Se (ωB97M-V/def2-TZVPD, the OMol25 dataset).

CARTESIAN COORDINATES (ANGSTROEM)
Co -0.9562 -0.2300 1.1965
C -4.6871 2.3694 -1.4238
C -3.6413 3.0294 -2.3171
C -3.5330 4.5128 -1.9662
C -4.0893 2.8408 -3.7692
N -2.2724 2.4357 -2.1822
C -1.2837 2.7388 -3.1129
C -0.1600 2.1145 -2.7330
N -0.4347 1.4166 -1.5687
B 0.6508 0.6795 -0.7578
N 1.5388 1.6800 -0.0292
C 2.6721 2.2686 -0.5445
C 3.1706 3.0885 0.3939
N 2.3418 3.0021 1.5074
C 1.3370 2.1290 1.2257
S 0.0051 1.7226 2.2289
C 2.5591 3.7501 2.7803
C 1.3877 4.7016 3.0204
C 2.7331 2.7578 3.9301
C 3.8391 4.5732 2.6575
N 1.3966 -0.2894 -1.6664
C 0.8380 -0.8247 -2.8208
C 1.5900 -1.8624 -3.2007
N 2.6306 -1.9980 -2.2855
C 2.4689 -1.0688 -1.2905
S 3.2762 -0.9276 0.1786
C 3.5989 -3.1272 -2.4082
C 3.9088 -3.3315 -3.8951
C 4.9292 -2.8649 -1.7064
C 2.9372 -4.3724 -1.8196
C -1.7158 1.6548 -1.2146
S -2.4431 1.1404 0.2401
H -5.6527 2.8001 -1.6922
H -4.5161 2.5550 -0.3677
H -4.7396 1.2924 -1.5842
H -4.5093 4.9871 -2.0705
H -2.8300 5.0298 -2.6211
H -3.1995 4.6320 -0.9346
H -5.1010 3.2303 -3.8773
H -4.0995 1.7819 -4.0308
H -3.4587 3.3701 -4.4819
H -1.4670 3.3680 -3.9620
H 0.8107 2.0898 -3.1952
H 0.1322 -0.0456 0.0728
H 3.0562 2.0097 -1.5150
H 4.0532 3.6956 0.3731
H 0.4480 4.1640 3.1184
H 1.3022 5.4118 2.1958
H 1.5650 5.2615 3.9398
H 1.8193 2.2004 4.1132
H 2.9958 3.3064 4.8358
H 3.5328 2.0504 3.7043
H 3.7750 5.3122 1.8577
H 4.7146 3.9422 2.4990
H 3.9809 5.1109 3.5940
H -0.0597 -0.4334 -3.2617
H 1.4649 -2.5184 -4.0391
H 4.3016 -2.4130 -4.3338
H 3.0467 -3.6554 -4.4754
H 4.6682 -4.1070 -3.9871
H 5.3627 -1.9124 -2.0121
H 5.6095 -3.6669 -1.9995
H 4.8310 -2.8566 -0.6277
H 1.9920 -4.5944 -2.3194
H 2.7418 -4.2151 -0.7579
H 3.5989 -5.2335 -1.9271
S 1.4560 -3.8561 1.8211
C 1.9235 -2.8177 3.1258
C 2.8651 -3.0644 4.1178
C 3.0265 -2.1183 5.1090
C 2.2407 -0.9623 5.1193
C 1.3105 -0.7165 4.1300
C 1.1682 -1.6403 3.0957
N 0.2831 -1.5776 2.0200
C 0.3177 -2.6712 1.3109
C -0.6105 -2.8100 0.2084
C -0.6897 -3.9461 -0.5928
C -1.6535 -4.0086 -1.5813
C -2.5206 -2.9344 -1.7473
C -2.4241 -1.8018 -0.9466
C -1.4669 -1.7097 0.0632
H 3.4471 -3.9763 4.1151
H 3.7524 -2.2835 5.8942
H 2.3580 -0.2473 5.9236
H 0.6983 0.1699 4.1439
H -0.0128 -4.7790 -0.4335
H -1.7412 -4.8869 -2.2074
H -3.2881 -2.9806 -2.5116
H -3.1238 -0.9902 -1.1058
F -7.3572 -2.3072 -0.3665
C -6.3074 -1.9621 0.3815
C -5.3574 -2.9053 0.7257
F -5.4917 -4.1651 0.3001
C -4.2665 -2.5308 1.4906
F -3.3784 -3.4810 1.7819
C -4.0791 -1.2244 1.9254
Se -2.5154 -0.7188 2.9028
C -5.0717 -0.3109 1.5934
F -5.0012 0.9584 2.0022
C -6.1655 -0.6586 0.8203
F -7.0876 0.2552 0.4935

Atoms 1-2, force components in eV/Å:
Co 0.0 0.2 0.0
C 0.0 0.0 0.0

Kohn-Sham gap (spin up / spin down), eV: 7.5 / 7.5
LUMO energy (spin up / spin down), Eh: 0.0071 / 0.0071

Atom charges from the Mulliken analysis, given in e for atoms 1 to 6: number 1, Co, carries -1.835; number 2, C, carries -2.075; number 3, C, carries 1.213; number 4, C, carries -1.619; number 5, C, carries -1.665; number 6, N, carries 0.854